DFT (ωB97M-V with the def2-TZVPD basis set) results for a molecular structure, C35H61BaN4OPSSi2.

Gap between HOMO and LUMO in eV: 7.274
Relative energy (zero: lowest compared OMol25 entry of this formula, charge and spin) in kJ/mol: 7.87

Geometry as ORCA input:
```
! wB97M-V def2-TZVPD RIJCOSX def2/J DEFGRID3
* xyz 0 1
Ba -1.42 -0.97 0.24
C -4.68 0.47 2.71
Si -3.15 -0.02 3.69
C -1.99 1.48 3.70
C -3.70 -0.15 5.49
C -2.35 -1.46 2.90
C -3.26 -2.51 2.42
C -4.31 -3.04 3.22
C -5.13 -4.03 2.73
C -4.93 -4.52 1.44
C -3.91 -3.97 0.71
N -3.11 -2.99 1.16
Si -0.74 -2.08 3.53
C 0.03 -3.31 2.31
C 0.56 -0.73 3.69
C -0.87 -2.95 5.19
H -5.11 1.38 3.12
H -5.44 -0.31 2.76
H -4.44 0.65 1.66
H -2.57 2.40 3.71
H -1.33 1.51 2.83
H -1.36 1.48 4.59
H -4.10 0.81 5.83
H -2.86 -0.41 6.14
H -4.48 -0.90 5.64
H -4.43 -2.67 4.23
H -5.92 -4.43 3.36
H -5.54 -5.31 1.02
H -3.72 -4.30 -0.30
H 0.64 -2.82 1.55
H -0.72 -3.94 1.81
H 0.71 -3.98 2.84
H 0.73 -0.22 2.74
H 1.51 -1.18 3.98
H 0.31 0.02 4.43
H -1.51 -3.83 5.12
H -1.31 -2.27 5.93
H 0.11 -3.27 5.57
C -5.28 3.21 -1.71
N -4.12 2.89 -0.89
C -3.57 3.67 0.10
C -2.51 2.96 0.59
N -2.40 1.76 -0.09
C -3.39 1.77 -0.97
H -5.36 4.29 -1.81
H -6.19 2.82 -1.26
H -5.14 2.78 -2.70
H -3.97 4.63 0.37
H -1.84 3.23 1.38
H -3.58 1.00 -1.70
O 1.11 -0.68 -0.33
P 1.79 0.18 -1.37
C 3.58 0.16 -1.03
C 4.25 -1.14 -1.53
C 5.58 -1.40 -0.80
C 6.21 -0.10 -0.30
C 5.31 0.54 0.76
C 3.82 0.25 0.49
C 1.06 1.85 -1.31
C 1.22 2.77 -2.53
C 2.54 3.52 -2.55
C 2.72 4.33 -1.26
C 2.64 3.42 -0.04
C 1.33 2.63 -0.01
C 1.43 -0.39 -3.06
C 1.26 -1.92 -3.15
C 0.76 -2.29 -4.54
C 1.68 -1.75 -5.66
C 2.86 -0.96 -5.10
C 2.39 0.15 -4.16
H 4.03 1.03 -1.52
H 4.43 -1.07 -2.60
H 3.58 -1.98 -1.36
H 6.27 -1.94 -1.46
H 5.41 -2.06 0.06
H 6.34 0.58 -1.15
H 7.21 -0.28 0.10
H 5.48 1.62 0.79
H 5.57 0.16 1.75
H 3.20 1.00 0.98
H 3.53 -0.70 0.93
H 0.00 1.54 -1.29
H 0.41 3.51 -2.47
H 1.06 2.23 -3.46
H 2.57 4.18 -3.42
H 3.38 2.82 -2.66
H 1.93 5.09 -1.20
H 3.67 4.86 -1.27
H 2.72 4.00 0.88
H 3.49 2.74 -0.05
H 0.50 3.34 0.12
H 1.29 1.96 0.86
H 0.43 0.01 -3.23
H 0.54 -2.24 -2.40
H 2.20 -2.43 -2.93
H -0.25 -1.87 -4.65
H 0.66 -3.37 -4.62
H 1.11 -1.10 -6.33
H 2.06 -2.57 -6.28
H 3.44 -0.51 -5.92
H 3.54 -1.63 -4.58
H 1.85 0.89 -4.77
H 3.25 0.68 -3.74
S -2.97 0.57 -4.76
C -2.39 -0.14 -3.43
N -1.94 -0.64 -2.47
*
```

These are the Mulliken partial charges, in e, on atoms 1 to 2:
1 Ba 1.190
2 C -0.841



DFT (ωB97M-V with the def2-TZVPD basis set) results for a molecular structure, C17H31F5OsP2 at a distorted geometry.

Gap between HOMO and LUMO (spin up / spin down) in eV: 7.192 / 4.389
Relative energy (zero: lowest compared OMol25 entry of this formula, charge and spin) in kJ/mol: 438.99

Geometry as ORCA input:
```
! wB97M-V def2-TZVPD RIJCOSX def2/J DEFGRID3
* xyz 2 5
P 0.84 2.57 0.89
P -2.99 -1.07 1.82
C -0.82 0.71 -2.00
C -2.07 0.15 -1.48
H -0.19 -0.08 -2.52
H -0.75 1.74 -2.38
H -2.80 0.90 -1.17
H -2.59 -0.76 -1.89
C -1.82 -2.26 2.61
H -2.21 -2.24 3.60
H -0.74 -1.99 2.58
H -1.85 -3.28 2.22
C -4.13 -1.52 0.41
H -4.07 -2.46 -0.16
H -4.23 -0.69 -0.32
H -5.00 -1.47 1.10
C 2.65 2.25 0.76
H 3.22 3.18 0.99
H 2.99 1.81 -0.19
H 2.97 1.48 1.50
C 0.52 3.60 -0.53
H -0.55 3.79 -0.60
H 0.79 3.03 -1.41
H 1.02 4.57 -0.59
Os -0.12 -0.37 -0.54
C 0.16 -2.20 -1.42
C 0.56 -2.22 -0.10
C 1.86 -2.94 0.27
C 3.02 -2.26 -0.44
C 2.67 -0.81 -0.47
C 2.24 -0.20 -1.61
C 1.85 -0.91 -2.87
C 1.12 -2.27 -2.62
C 0.98 3.73 2.35
H -0.92 -2.37 -1.62
H -0.17 -2.17 0.70
H 1.84 -4.00 0.00
H 2.04 -2.88 1.35
H 3.95 -2.42 0.11
H 3.22 -2.74 -1.41
H 3.08 -0.25 0.38
H 2.41 0.86 -1.76
H 2.68 -1.10 -3.58
H 1.13 -0.30 -3.45
H 0.51 -2.48 -3.51
H 1.85 -3.08 -2.69
H 0.19 4.51 2.35
H 1.95 4.23 2.40
H 1.00 3.11 3.27
F -0.84 0.85 2.50
C -1.31 0.80 1.19
F -3.99 -0.62 2.99
C -2.42 1.89 1.21
F -2.27 3.22 0.86
F -3.51 1.46 0.46
F -2.96 1.95 2.48
*
```

These are the Mulliken partial charges, in e, on atoms 1 to 2:
1 P 1.042
2 P 1.133



DFT (ωB97M-V with the def2-TZVPD basis set) results for 2 unconnected molecules or ions with the total composition C3H9NO2 at a distorted geometry.

Gap between HOMO and LUMO in eV: 10.465
Relative energy (zero: lowest compared OMol25 entry of this formula, charge and spin) in kJ/mol: 255.73
SMILES: CC(N)=O.CO

Geometry as ORCA input:
```
! wB97M-V def2-TZVPD RIJCOSX def2/J DEFGRID3
* xyz 0 1
C -0.96 1.34 -0.58
C -1.09 0.00 0.13
N -0.94 -1.09 -0.66
O -1.31 -0.11 1.31
H -1.74 2.08 -0.32
H -0.91 1.25 -1.68
H 0.02 1.58 -0.18
H -0.90 -1.98 -0.17
H -0.55 -1.09 -1.62
C 1.40 -0.52 -0.16
O 2.38 0.36 0.37
H 1.18 -1.30 0.54
H 0.52 0.05 -0.53
H 1.89 -1.07 -0.98
H 2.33 1.16 -0.19
*
```

These are the Mulliken partial charges, in e, on atoms 1 to 2:
1 C -0.912
2 C 0.599